Below is a molecular structure, C45H54MnNO4PS5Si4Te in a non-equilibrium geometry, with properties calculated with wB97M-V/def2-TZVPD.

E ... -190817.20637 eV
Net charge ... -2
Expectation value of S² ... 8.76
Strongest force on any atom ... 0.0501 hartree/bohr
Spin multiplicity ... 6
HOMO (spin up / spin down) ... -0.0738 / -0.0738 Eh

Last column: Löwdin spin population.
CARTESIAN COORDINATES (ANGSTROEM)
1 Mn 0.566 0.928 -3.809  4.632
2 O -0.396 -2.074 -3.657  0.011
3 C -1.787 -1.976 -3.448  0.002
4 C -2.199 -0.438 -3.305  0.011
5 O -3.405 -0.161 -3.306  0.010
6 O -1.225 0.353 -3.150  0.061
7 C -2.404 -2.632 -4.634  0.001
8 C -2.824 -1.915 -5.749  0.000
9 C -3.263 -2.612 -6.851  0.000
10 C -3.463 -3.988 -6.791  0.000
11 C -2.967 -4.703 -5.707  0.000
12 C -2.444 -4.025 -4.641  0.000
13 C -2.145 -2.733 -2.152  0.000
14 C -1.220 -3.342 -1.298  0.000
15 C -1.658 -4.033 -0.143  0.000
16 C -3.023 -3.972 0.209  0.000
17 C -3.944 -3.416 -0.633  0.000
18 C -3.519 -2.787 -1.813  0.000
19 H -0.192 -1.681 -4.515  0.002
20 H -2.714 -0.854 -5.863  0.000
21 H -3.496 -2.065 -7.743  0.000
22 H -3.979 -4.544 -7.593  0.000
23 H -3.132 -5.747 -5.728  0.000
24 H -2.036 -4.615 -3.808  0.000
25 H -0.163 -3.458 -1.563  0.000
26 H -0.957 -4.558 0.466  0.000
27 H -3.382 -4.493 1.084  0.000
28 H -4.977 -3.465 -0.490  0.000
29 H -4.194 -2.221 -2.480  0.000
30 O -0.897 1.740 -0.942  0.002
31 N 0.299 2.029 -1.599  0.035
32 C 0.931 2.932 -1.006  0.005
33 C 2.367 3.318 -1.245  0.001
34 C 2.822 4.526 -0.699  0.000
35 C 4.144 4.934 -0.849  0.001
36 C 5.051 4.185 -1.551  0.000
37 C 4.653 2.963 -2.112  0.001
38 C 3.336 2.552 -1.920  0.004
39 P 2.856 0.842 -2.562  0.034
40 C 2.810 -0.059 -0.983  0.005
41 C 1.642 -0.783 -0.663  0.003
42 C 1.492 -1.466 0.553  0.000
43 C 2.496 -1.458 1.490  0.000
44 C 3.618 -0.638 1.209  0.000
45 C 3.794 0.018 0.014  0.001
46 C 4.346 0.155 -3.418  0.004
47 C 5.243 -0.708 -2.845  0.001
48 C 6.467 -0.968 -3.439  0.000
49 C 6.785 -0.382 -4.680  0.001
50 C 5.815 0.450 -5.254  0.000
51 C 4.585 0.695 -4.654  0.001
52 H -1.241 0.950 -1.421  0.000
53 H 0.352 3.383 -0.213  0.001
54 H 2.147 5.126 -0.037  0.000
55 H 4.442 5.870 -0.396  0.000
56 H 6.090 4.569 -1.663  0.000
57 H 5.415 2.356 -2.656  0.000
58 H 0.854 -0.769 -1.391  0.003
59 H 0.590 -2.060 0.726  0.000
60 H 2.336 -1.995 2.432  0.000
61 H 4.398 -0.453 1.950  0.000
62 H 4.714 0.532 -0.179  0.000
63 H 5.007 -1.193 -1.894  0.000
64 H 7.132 -1.645 -2.903  0.000
65 H 7.730 -0.528 -5.136  0.000
66 H 5.975 0.921 -6.214  0.000
67 H 3.891 1.395 -5.136  0.000
68 S 3.854 3.476 -9.931  0.000
69 C 3.061 2.844 -8.567  0.002
70 S 2.784 1.181 -8.218  0.004
71 C 1.772 1.385 -6.817  0.014
72 C 1.634 2.637 -6.350  0.014
73 S 0.862 3.140 -4.905  0.062
74 S 2.310 3.903 -7.390  0.004
75 S 1.303 -0.059 -5.946  0.066
76 C -0.060 1.503 7.215  0.000
77 Si 0.104 1.226 5.394  0.000
78 C 1.734 0.278 5.106  0.000
79 C 0.328 2.925 4.612  0.000
80 Si -1.828 0.247 4.459  0.000
81 Te -1.817 -0.236 2.049  0.000
82 Si -3.492 1.860 4.710  0.000
83 C -5.171 1.007 4.356  0.000
84 C -3.667 2.925 6.298  0.000
85 C -3.411 3.069 3.286  0.000
86 Si -2.416 -1.641 5.688  0.000
87 C -3.183 -1.408 7.375  0.000
88 C -0.857 -2.706 5.964  0.000
89 C -3.642 -2.620 4.739  0.000
90 H 0.745 2.131 7.486  0.000
91 H -0.064 0.545 7.798  0.000
92 H -0.993 2.045 7.396  0.000
93 H 2.539 0.717 5.686  0.000
94 H 1.840 0.382 4.033  0.000
95 H 1.760 -0.850 5.269  0.000
96 H 1.101 3.493 5.078  0.000
97 H -0.592 3.477 4.693  0.000
98 H 0.546 2.764 3.583  0.000
99 H -5.532 0.378 5.183  0.000
100 H -5.098 0.368 3.518  0.000
101 H -5.927 1.757 4.025  0.000
102 H -3.891 2.292 7.178  0.000
103 H -4.342 3.767 6.206  0.000
104 H -2.682 3.312 6.463  0.000
105 H -2.949 2.476 2.484  0.000
106 H -2.794 3.970 3.518  0.000
107 H -4.417 3.353 2.952  0.000
108 H -2.413 -1.168 8.104  0.000
109 H -3.601 -2.368 7.661  0.000
110 H -3.968 -0.671 7.326  0.000
111 H -0.129 -2.265 6.593  0.000
112 H -0.476 -2.872 4.974  0.000
113 H -1.165 -3.626 6.375  0.000
114 H -4.611 -2.080 4.683  0.000
115 H -3.791 -3.582 5.281  0.000
116 H -3.248 -2.787 3.722  0.000